The following is a quantum chemistry calculation of a gas-phase ion, C6H12N4 (charge +2) in a non-equilibrium geometry, from OMol25.

Total charge: +2
2S+1: 1
E_LUMO (alpha / beta) in eV: -10.353 / -11.698
HOMO energy (alpha / beta) in eV: -17.084 / -16.412
Kohn-Sham gap (alpha / beta) in eV: 6.7 / 4.7
M in u: 140.2
Energy above the lowest of the compared OMol25 structures with the same formula, charge and spin in kJ/mol: 705.3

Element x y z (Å)
N  -2.040  -1.035  0.076
N  0.504  -0.046  1.200
N  2.278  2.382  0.205
N  0.113  0.019  -0.008
C  1.872  0.216  1.382
C  1.241  0.422  -0.860
C  -3.243  -1.409  -0.745
C  2.365  0.912  0.065
C  -1.015  -0.343  -0.572
C  -2.101  -1.787  1.120
H  -3.699  -2.343  -0.688
H  -1.255  -0.016  -1.623
H  -3.951  -0.617  -0.484
H  1.694  2.565  0.942
H  -2.804  -1.171  -1.688
H  3.240  0.551  -0.368
H  -2.958  -2.299  1.505
H  2.790  3.019  -0.341
H  0.976  1.195  -1.502
H  2.317  -0.726  1.707
H  1.644  -0.376  -1.567
H  2.031  0.890  2.244

Results of the Mulliken charge analysis, in e, for atoms 1 through 2:
1. N 0.073
2. N -0.580

***

The following is a quantum chemistry calculation of a molecular structure, C6H12N4O2 in a non-equilibrium geometry, from OMol25.

2S+1: 1
E_LUMO in eV: 0.733
HOMO energy in eV: -8.058
Kohn-Sham gap in eV: 8.8
M in u: 172.2
Energy above the lowest of the compared OMol25 structures with the same formula, charge and spin in kJ/mol: 191.1

Element x y z (Å)
O  1.645  2.443  0.959
O  -0.664  2.424  -0.865
N  1.976  0.745  -2.148
N  -1.695  0.548  -1.549
N  -0.490  -0.857  0.537
N  2.468  0.253  1.000
C  -0.301  -1.289  2.003
C  -0.939  1.259  -0.687
C  -0.276  0.504  0.420
C  1.784  1.042  -1.053
C  1.667  1.159  0.347
C  0.122  -1.730  -0.417
H  -0.566  -2.486  -0.394
H  0.660  -1.027  2.447
H  -0.456  -2.405  2.058
H  -2.130  0.997  -2.311
H  -0.539  1.134  1.238
H  -1.976  -0.367  -1.168
H  1.178  -2.014  -0.152
H  0.170  -1.168  -1.397
H  -1.169  -0.807  2.506
H  2.525  0.459  2.008
H  3.444  0.317  0.672
H  1.683  3.131  0.234

Results of the Mulliken charge analysis, in e, for atoms 1 through 2:
1. O -0.592
2. O -0.610

***

The following is a quantum chemistry calculation of 2 unconnected molecules or ions with the total composition C6H12N4O3S in a non-equilibrium geometry, from OMol25.

2S+1: 1
E_LUMO in eV: 0.515
HOMO energy in eV: -8.715
Kohn-Sham gap in eV: 9.2
M in u: 220.3
Energy above the lowest of the compared OMol25 structures with the same formula, charge and spin in kJ/mol: 41.4

Element x y z (Å)
S  0.929  -0.639  -2.226
O  0.349  -2.204  -1.925
O  -0.460  0.225  -2.298
O  1.441  -0.821  -3.520
N  1.529  -1.054  1.340
N  0.515  2.421  -0.061
N  -0.075  0.535  0.799
N  0.932  1.300  0.359
C  0.168  -0.834  1.056
C  2.112  -2.399  1.493
C  -0.869  -1.677  0.977
C  -0.864  2.428  0.118
C  -1.636  3.696  -0.138
C  -1.263  1.205  0.617
H  -0.432  -2.255  -1.419
H  -2.117  0.706  0.885
H  -0.727  -2.741  1.233
H  -1.418  4.106  -1.047
H  1.724  -3.177  0.755
H  1.881  -2.628  2.660
H  -2.608  3.541  -0.258
H  -1.787  -1.337  0.785
H  -1.435  4.418  0.516
H  -1.054  -0.015  -2.967
H  3.131  -2.515  1.331
H  2.034  -0.285  0.935

Results of the Mulliken charge analysis, in e, for atoms 1 through 2:
1. S 0.800
2. O -0.497

***

The following is a quantum chemistry calculation of 2 unconnected molecules or ions with the total composition C6H12N6O3 in a non-equilibrium geometry, from OMol25.

2S+1: 1
E_LUMO in eV: -0.262
HOMO energy in eV: -9.228
Kohn-Sham gap in eV: 9.0
M in u: 216.2
Energy above the lowest of the compared OMol25 structures with the same formula, charge and spin in kJ/mol: 586.3

Element x y z (Å)
O  0.961  -1.205  3.706
O  -2.937  0.542  -0.500
O  -1.083  2.891  -1.548
N  -0.363  0.128  -0.873
N  0.282  -1.262  0.907
N  1.090  1.708  -1.677
N  -1.728  -1.449  -0.153
N  2.559  -1.027  1.708
N  1.911  0.218  -0.025
C  -0.100  2.273  -2.479
C  2.192  -1.630  3.052
C  -0.518  -0.821  0.073
C  0.849  0.662  -0.817
C  -2.749  -0.808  -0.928
C  1.523  -0.712  0.767
H  -0.451  1.472  -3.165
H  0.278  3.163  -2.901
H  -2.603  -0.715  -2.056
H  -1.285  2.149  -0.820
H  3.376  -0.500  1.630
H  2.094  -2.673  2.728
H  -1.941  -2.529  0.366
H  -2.705  1.442  -1.689
H  0.310  -0.925  2.870
H  -3.708  -1.390  -0.829
H  2.954  -1.394  3.865
H  1.792  2.390  -1.211

Results of the Mulliken charge analysis, in e, for atoms 1 through 2:
1. O -0.566
2. O -0.660

***

The following is a quantum chemistry calculation of 2 unconnected molecules or ions with the total composition C6H12N8 in a non-equilibrium geometry, from OMol25.

Total charge: +2
2S+1: 1
E_LUMO in eV: -6.557
HOMO energy in eV: -14.870
Kohn-Sham gap in eV: 8.3
M in u: 196.2
Energy above the lowest of the compared OMol25 structures with the same formula, charge and spin in kJ/mol: 342.6

Element x y z (Å)
N  -1.308  1.446  0.500
N  3.127  3.925  0.898
N  1.374  -3.391  -0.011
N  0.901  2.539  0.659
N  -3.075  -3.850  -1.246
N  -1.786  0.254  0.169
N  -1.994  2.387  1.244
N  -2.395  -1.858  -0.311
C  -0.251  -1.508  -1.011
C  -0.062  1.963  0.439
C  -0.727  -3.054  -1.315
C  -2.094  -3.047  -0.870
C  -1.404  -0.850  -0.357
C  0.355  -2.654  -0.411
H  -2.910  2.380  0.715
H  3.105  4.800  0.368
H  2.037  3.408  0.817
H  1.347  -4.303  -0.319
H  -3.328  -1.661  0.132
H  3.842  3.258  0.627
H  2.151  -2.861  0.379
H  -2.964  -4.794  -1.392
H  3.442  4.159  1.832
H  -3.975  -3.543  -1.214
H  -0.407  -3.585  -2.214
H  -2.004  2.050  2.216

Results of the Mulliken charge analysis, in e, for atoms 1 through 2:
1. N 0.248
2. N -0.645

***

The following is a quantum chemistry calculation of a gas-phase ion, C6H12NO (charge -1) in a non-equilibrium geometry, from OMol25.

Total charge: -1
2S+1: 1
E_LUMO in eV: 3.801
HOMO energy in eV: -2.115
SMILES: C=CC[C@H](C[O-])NC
Kohn-Sham gap in eV: 5.9
M in u: 114.2
Energy above the lowest of the compared OMol25 structures with the same formula, charge and spin in kJ/mol: 193.6

Element x y z (Å)
O  -2.162  -1.202  1.632
N  0.316  -1.294  -0.207
C  -1.074  -0.468  1.782
C  1.595  2.593  -1.102
C  -0.496  -0.183  0.215
C  0.538  1.818  -0.885
C  -0.373  -2.288  -1.050
C  0.486  1.109  0.395
H  1.690  3.143  -2.009
H  0.469  -1.734  0.760
H  -0.223  1.676  -1.626
H  -1.334  -0.072  -0.514
H  -0.344  -1.110  2.420
H  2.398  2.778  -0.439
H  -0.646  -1.831  -2.056
H  -1.265  0.426  2.466
H  0.143  1.696  1.242
H  1.403  0.784  0.810
H  -1.396  -2.710  -0.674
H  0.276  -3.131  -1.161

Results of the Mulliken charge analysis, in e, for atoms 1 through 2:
1. O -0.871
2. N -0.463

***

The following is a quantum chemistry calculation of a gas-phase ion, C6H12NO (charge -2) in a non-equilibrium geometry, from OMol25.

Total charge: -2
2S+1: 2
E_LUMO (alpha / beta) in eV: 7.157 / 7.009
HOMO energy (alpha / beta) in eV: 4.273 / 0.421
Kohn-Sham gap (alpha / beta) in eV: 2.9 / 6.6
M in u: 114.2
Energy above the lowest of the compared OMol25 structures with the same formula, charge and spin in kJ/mol: 34.5

Element x y z (Å)
O  0.754  -1.357  -2.313
N  1.566  -1.166  1.321
C  -1.294  1.946  -0.043
C  -0.611  -0.515  0.374
C  -0.922  0.890  0.936
C  1.117  -1.761  -1.079
C  0.862  -0.762  0.075
C  -1.880  3.150  0.348
H  -1.013  -1.241  1.099
H  -2.026  3.961  -0.353
H  -0.037  1.176  1.544
H  -0.833  1.935  -1.035
H  -1.114  -0.680  -0.584
H  -1.733  0.827  1.659
H  0.598  -2.716  -0.762
H  1.123  -2.005  1.676
H  -2.398  3.288  1.306
H  1.284  0.188  -0.273
H  2.227  -1.961  -0.991
H  2.543  -1.336  1.093

Results of the Mulliken charge analysis, in e, for atoms 1 through 2:
1. O -0.888
2. N -0.781

***

The following is a quantum chemistry calculation of 2 unconnected molecules or ions with the total composition C6H12NO in a non-equilibrium geometry, from OMol25.

Total charge: +1
2S+1: 1
E_LUMO in eV: -3.500
HOMO energy in eV: -14.044
Kohn-Sham gap in eV: 10.5
M in u: 114.2
Energy above the lowest of the compared OMol25 structures with the same formula, charge and spin in kJ/mol: 371.2

Element x y z (Å)
O  -0.324  -1.989  -0.110
N  0.432  0.152  -0.026
C  -1.688  1.128  -0.194
C  1.715  -0.074  0.742
C  -0.313  1.432  0.344
C  0.767  -0.131  -1.419
C  -1.957  -0.146  0.017
C  -0.649  -0.818  0.401
H  -0.111  0.168  -2.143
H  -2.402  1.892  -0.648
H  1.112  -1.119  -1.386
H  1.827  -1.074  0.816
H  -0.637  -2.801  0.373
H  1.759  0.189  1.705
H  1.704  0.450  -1.876
H  -2.706  -0.850  -0.166
H  2.487  0.508  0.287
H  0.046  2.309  -0.107
H  -0.526  -0.800  2.024
H  -0.536  1.575  1.364

Results of the Mulliken charge analysis, in e, for atoms 1 through 2:
1. O -0.429
2. N 0.173